1.
154
Properties=species:S:1:pos:R:3:mulliken_charge:R:1 method="wB97M-V/def2-TZVPD" smiles="CCSCO[P@](=O)(OCCOC(=O)CC)OP(C)CC.CC(C)=O.CC(C)=O.CC(C)=O.CC(C)=O.CC(C)=O.CC(C)=O.CC(C)=O.CC(C)=O.CC(C)=O.CC(C)=O.CC(C)=O" spin_multiplicity=1 charge=0
C -5.163 -4.455 3.768 -0.726
C -6.407 -5.236 3.032 -0.377
S -6.844 -4.600 1.326 -0.116
C -5.328 -3.877 0.447 -0.125
O -5.642 -2.756 -0.454 -0.430
P -5.832 -1.250 0.398 1.051
O -5.985 -1.462 1.987 -0.482
O -7.194 -0.393 -0.293 -0.335
C -8.358 -1.271 -0.482 -0.455
C -9.195 -1.591 0.912 -0.384
O -9.969 -0.435 1.409 -0.080
C -9.180 0.401 2.330 0.397
O -9.056 0.142 3.660 -0.569
C -8.406 1.787 1.805 0.122
C -8.230 2.868 3.068 -0.936
O -4.446 -0.155 0.215 -0.484
P -2.952 -0.990 0.535 -0.070
C -2.732 -1.382 2.414 -0.605
C -1.517 0.263 0.164 0.532
C -1.157 1.169 1.510 -0.617
H -5.079 -4.924 4.858 0.352
H -5.335 -3.293 3.904 0.149
H -4.124 -4.589 3.227 0.213
H -7.392 -5.202 3.705 0.301
H -6.116 -6.370 2.915 0.298
H -4.430 -3.656 1.196 -0.008
H -4.925 -4.756 -0.253 0.357
H -8.136 -2.266 -1.068 0.407
H -9.121 -0.662 -1.170 0.275
H -10.001 -2.419 0.615 0.266
H -8.532 -2.041 1.765 0.309
H -7.302 1.531 1.472 -0.187
H -9.038 2.220 0.921 0.320
H -8.038 3.969 2.694 0.312
H -7.238 2.514 3.623 0.259
H -9.146 2.786 3.801 0.264
H -3.352 -2.309 2.771 0.007
H -1.559 -1.553 2.557 0.352
H -3.040 -0.392 2.992 0.208
H -1.728 0.915 -0.786 -0.489
H -0.562 -0.408 -0.025 0.324
H -0.411 2.067 1.261 0.132
H -2.129 1.643 1.996 0.084
H -0.638 0.479 2.308 0.301
C 2.356 2.480 4.652 -0.976
C 0.896 2.654 4.328 0.768
O 0.287 1.822 3.657 -0.514
C 0.210 3.884 4.858 -1.088
H 2.718 1.548 4.205 0.280
H 2.930 3.313 4.238 0.168
H 2.492 2.425 5.735 0.350
H 0.688 4.780 4.453 0.316
H 0.250 3.892 5.950 0.345
H -0.840 3.877 4.546 0.275
C 2.329 3.496 -2.256 -0.694
C 0.963 3.037 -1.821 0.665
O 0.490 3.378 -0.739 -0.620
C 0.199 2.145 -2.762 -0.430
H 2.763 4.133 -1.478 0.036
H 2.982 2.631 -2.405 0.238
H 2.250 4.076 -3.179 0.370
H 0.756 1.220 -2.933 0.337
H 0.025 2.665 -3.708 0.417
H -0.770 1.893 -2.317 -0.282
C -4.441 2.890 -3.881 -1.431
C -3.925 1.699 -3.120 0.716
O -2.766 1.309 -3.253 -0.452
C -4.882 1.002 -2.189 -0.534
H -3.641 3.291 -4.513 0.359
H -5.275 2.589 -4.521 0.360
H -4.759 3.668 -3.183 0.384
H -5.735 0.617 -2.754 0.441
H -5.219 1.697 -1.416 0.282
H -4.372 0.161 -1.708 -0.060
C 7.286 1.612 -3.111 -0.871
C 6.074 1.617 -2.218 0.689
O 5.019 2.138 -2.575 -0.571
C 6.203 0.958 -0.871 -1.098
H 7.046 2.122 -4.051 0.325
H 8.107 2.144 -2.625 0.287
H 7.578 0.584 -3.336 0.219
H 6.977 1.460 -0.284 0.282
H 6.447 -0.100 -0.996 0.412
H 5.251 1.037 -0.335 0.247
C 11.941 0.544 -4.400 -1.062
C 10.587 0.110 -3.906 0.715
O 9.558 0.431 -4.499 -0.577
C 10.540 -0.732 -2.659 -0.801
H 11.821 1.145 -5.308 0.364
H 12.436 1.153 -3.640 0.281
H 12.548 -0.333 -4.639 0.269
H 10.973 -0.179 -1.822 0.331
H 11.084 -1.666 -2.821 0.235
H 9.498 -0.970 -2.421 0.241
C 4.962 4.837 1.581 -0.907
C 6.175 4.188 0.970 0.949
O 6.530 3.058 1.302 -0.596
C 6.937 4.975 -0.062 -1.150
H 4.513 4.153 2.310 0.106
H 5.253 5.756 2.097 0.375
H 4.225 5.054 0.804 0.270
H 7.316 5.900 0.380 0.410
H 6.288 5.198 -0.913 0.293
H 7.787 4.382 -0.416 0.249
C -1.474 -0.539 -5.572 -0.432
C -2.224 -0.569 -6.877 0.752
O -1.867 0.115 -7.834 -0.581
C -3.427 -1.469 -6.965 -1.057
H -0.630 0.154 -5.654 0.198
H -2.134 -0.192 -4.772 -0.189
H -1.088 -1.535 -5.342 0.426
H -4.174 -1.164 -6.227 0.259
H -3.128 -2.507 -6.797 0.313
H -3.868 -1.389 -7.964 0.302
C 15.625 -2.451 -2.114 -1.035
C 14.228 -1.897 -2.025 0.782
O 13.886 -0.918 -2.687 -0.511
C 13.267 -2.585 -1.094 -0.929
H 16.208 -1.854 -2.823 0.307
H 16.108 -2.400 -1.135 0.345
H 15.593 -3.484 -2.469 0.316
H 13.645 -2.541 -0.069 0.367
H 13.129 -3.624 -1.404 0.311
H 12.297 -2.077 -1.132 0.124
C -12.853 0.588 1.770 -0.440
C -13.550 1.820 1.257 0.721
O -13.046 2.935 1.375 -0.591
C -14.889 1.634 0.595 -1.132
H -11.898 0.875 2.223 -0.089
H -13.469 0.102 2.530 0.219
H -12.656 -0.098 0.943 0.305
H -15.596 1.194 1.302 0.307
H -14.783 0.994 -0.285 0.323
H -15.274 2.608 0.274 0.314
C 19.991 -3.833 -0.958 -1.040
C 18.779 -3.828 -0.065 0.731
O 17.724 -3.307 -0.423 -0.523
C 18.908 -4.487 1.282 -1.082
H 19.751 -3.323 -1.898 0.266
H 20.813 -3.301 -0.472 0.319
H 20.283 -4.861 -1.184 0.325
H 19.682 -3.985 1.869 0.326
H 19.152 -5.545 1.157 0.327
H 17.956 -4.408 1.818 0.279
C -12.801 -2.272 5.037 -0.799
C -14.154 -2.655 4.501 0.852
O -14.471 -2.413 3.337 -0.563
C -15.104 -3.345 5.442 -1.141
H -12.222 -1.782 4.247 0.047
H -12.916 -1.574 5.871 0.308
H -12.263 -3.166 5.362 0.356
H -15.321 -2.695 6.294 0.321
H -14.668 -4.288 5.785 0.330
H -16.041 -3.562 4.918 0.300

***

2.
96
Properties=species:S:1:pos:R:3:mulliken_charge:R:1 method="wB97M-V/def2-TZVPD" spin_multiplicity=1 charge=0 de_lowest_kj_mol=0.0
C 1.124 4.783 2.042 -1.110
C 2.073 3.953 1.648 -0.574
C 1.806 2.578 1.055 1.544
C 2.941 2.264 0.088 -1.652
C 1.732 1.510 2.195 0.276
O 2.638 0.432 2.083 -0.642
C 2.087 -0.635 1.303 2.515
C 1.138 -1.477 2.184 -1.526
O -0.199 -1.440 1.665 0.147
N -0.471 -2.598 0.925 -0.019
O -1.349 -2.415 0.181 -0.216
C 3.265 -1.417 0.721 -1.499
B 3.252 -1.640 -0.842 0.679
O 2.115 -1.475 -1.629 -0.615
O 4.413 -2.065 -1.432 -0.629
O 0.496 2.523 0.473 0.114
C 0.262 2.764 -0.864 -0.736
I 0.652 4.771 -1.574 0.017
P -1.591 2.534 -1.098 0.544
C -1.548 1.701 -2.703 -0.694
O -1.894 1.277 -0.082 -0.399
H 1.240 5.858 2.006 0.334
H 0.165 4.382 2.357 0.228
H 3.123 4.228 1.732 0.517
H 3.096 3.084 -0.615 0.492
H 3.861 2.110 0.651 0.503
H 2.748 1.361 -0.497 0.134
H 0.707 1.128 2.173 0.102
H 1.869 1.969 3.171 -0.864
H 1.463 -0.204 0.512 -0.355
H 1.450 -2.525 2.221 0.459
H 1.111 -1.083 3.200 0.355
H 3.364 -2.399 1.197 0.470
H 4.178 -0.863 0.961 0.236
H 1.848 -0.557 -1.754 0.273
H 4.251 -2.601 -2.222 0.294
H 0.848 2.105 -1.516 0.417
H -0.987 0.763 -2.741 0.279
H -1.100 2.417 -3.400 -0.206
H -2.585 1.512 -2.987 0.440
H -2.442 1.601 0.647 0.278
C 4.640 -5.189 -0.832 -0.126
Cl 5.060 -4.998 -2.543 -0.204
Cl 5.377 -6.627 -0.120 -0.150
H 4.997 -4.314 -0.304 0.202
H 3.563 -5.284 -0.756 0.274
C -1.807 3.294 -6.181 -0.353
Cl -0.157 3.285 -5.555 -0.145
Cl -2.838 4.338 -5.189 -0.098
H -1.798 3.657 -7.201 0.341
H -2.203 2.287 -6.125 0.281
C 3.173 3.211 5.211 0.104
Cl 1.432 3.422 5.436 -0.142
Cl 4.054 4.740 5.291 -0.171
H 3.541 2.559 5.994 0.382
H 3.341 2.777 4.232 -0.064
C -5.043 7.093 -5.337 0.094
Cl -5.654 7.639 -6.901 -0.172
Cl -4.871 8.422 -4.176 -0.192
H -5.743 6.375 -4.926 0.261
H -4.067 6.650 -5.476 0.013
C -3.260 -3.951 2.745 0.432
Cl -2.812 -3.919 4.455 -0.177
Cl -4.348 -5.295 2.357 -0.181
H -3.756 -3.015 2.511 -0.224
H -2.358 -4.070 2.159 0.155
C 5.836 -10.096 -1.048 -0.157
Cl 5.937 -10.160 0.723 -0.198
Cl 4.974 -11.484 -1.711 -0.143
H 5.308 -9.191 -1.321 0.160
H 6.846 -10.097 -1.440 0.308
C -7.927 8.208 -2.378 0.129
Cl -8.616 6.660 -2.898 -0.167
Cl -9.164 9.436 -2.088 -0.174
H -7.384 8.043 -1.456 0.164
H -7.266 8.550 -3.164 0.033
C -2.797 0.024 4.013 0.176
Cl -4.511 0.349 4.290 -0.158
Cl -1.857 1.520 3.915 -0.098
H -2.422 -0.560 4.845 0.331
H -2.688 -0.509 3.074 -0.288
C -5.604 -2.380 0.348 -0.085
Cl -5.718 -2.236 -1.408 -0.167
Cl -5.038 -0.893 1.123 -0.106
H -6.585 -2.618 0.740 0.363
H -4.893 -3.160 0.585 -0.015
C -4.740 5.378 -0.267 -0.476
Cl -3.159 5.207 0.496 -0.067
Cl -4.658 6.249 -1.809 -0.059
H -5.136 4.388 -0.459 0.258
H -5.388 5.936 0.398 0.351
C 7.556 -13.391 1.280 0.301
Cl 6.438 -14.621 0.683 -0.147
Cl 9.132 -13.464 0.476 -0.161
H 7.126 -12.416 1.083 -0.238
H 7.708 -13.554 2.340 0.281

***

HOMO energy list, top to bottom, in eV: -7.95; -8.72
LUMO level list, top to bottom, in eV: 0.38; -0.25
M list, top to bottom, in g mol⁻¹: 985.2; 1369.2